DFT (ωB97M-V with the def2-TZVPD basis set) results for a structure of composition C39H47BiF6N8O5PS3Sb in a non-equilibrium geometry.

The geometry in XYZ format:
```
111
Properties=species:S:1:pos:R:3
Bi -0.745 0.602 0.056
N 0.059 -1.850 3.102
N 1.044 -0.999 3.322
C 0.792 0.481 3.222
O 1.585 1.130 3.863
O -0.211 0.749 2.531
H -0.754 -1.375 2.704
H -0.162 -2.528 3.825
H 1.751 -1.286 3.989
O 1.859 1.104 -1.341
S 1.786 2.491 -0.930
O 1.815 3.486 -1.964
N 0.400 2.543 -0.082
C -0.086 3.649 0.582
C 0.515 4.889 0.659
C -0.069 5.925 1.406
C -1.245 5.745 2.079
C -1.902 4.499 2.016
C -3.104 4.216 2.699
C -3.656 2.967 2.619
C -3.041 2.003 1.818
N -1.940 2.246 1.138
C -1.329 3.457 1.250
C 3.093 2.793 0.235
C 3.808 3.979 0.239
C 4.769 4.175 1.219
C 5.013 3.188 2.164
C 4.296 2.000 2.146
C 3.316 1.810 1.185
H 1.440 5.065 0.133
H 0.435 6.881 1.453
H -1.678 6.540 2.670
H -3.565 4.997 3.290
H -4.547 2.701 3.169
H -3.451 1.009 1.731
H 3.618 4.726 -0.521
H 5.317 5.106 1.258
H 5.762 3.349 2.927
H 4.464 1.243 2.898
H 2.690 0.927 1.180
N 3.246 -2.786 -1.642
C 3.188 -1.750 -0.789
S 1.993 -1.694 0.411
N 4.109 -0.787 -0.848
C 5.268 -0.691 -1.655
C 5.285 -1.041 -3.000
C 6.468 -0.945 -3.719
C 7.628 -0.494 -3.112
C 7.600 -0.110 -1.778
C 6.425 -0.200 -1.053
H 2.637 -3.565 -1.463
H 4.080 -2.946 -2.185
H 3.990 -0.052 -0.168
H 4.372 -1.336 -3.500
H 6.473 -1.217 -4.766
H 8.547 -0.426 -3.678
H 8.496 0.259 -1.299
H 6.393 0.104 -0.014
C -3.000 -6.649 3.236
C -2.385 -5.776 2.185
C -3.172 -4.864 1.483
C -2.616 -4.046 0.518
C -1.261 -4.145 0.244
C -0.453 -5.027 0.941
C -1.020 -5.833 1.915
S -0.545 -3.196 -1.094
C -1.326 -4.202 -2.412
O -1.284 -1.884 -1.160
H -4.017 -6.929 2.969
H -3.047 -6.096 4.177
H -2.411 -7.550 3.401
H -4.228 -4.787 1.702
H -3.217 -3.322 -0.017
H 0.611 -5.065 0.737
H -0.394 -6.517 2.474
H -2.406 -4.176 -2.282
H -0.958 -5.221 -2.313
H -1.044 -3.783 -3.376
C -4.152 1.668 -1.437
P -3.437 0.068 -0.860
C -3.683 -0.918 -2.389
C -4.859 -0.560 0.123
H -5.191 1.519 -1.729
H -3.595 2.037 -2.296
H -4.110 2.411 -0.643
H -4.654 -0.665 -2.815
H -3.653 -1.975 -2.139
H -2.898 -0.711 -3.112
H -5.688 -0.792 -0.545
H -5.191 0.180 0.850
H -4.568 -1.458 0.665
F -2.476 -1.122 2.036
Sb -3.196 -1.485 3.838
F -2.042 -3.011 3.879
F -1.747 -0.512 4.553
F -3.903 -1.912 5.516
F -4.252 0.077 3.657
F -4.530 -2.459 2.909
N -0.494 2.367 -6.217
C -0.570 2.011 -4.920
C -0.345 0.690 -4.495
C -0.505 0.368 -3.173
N -0.888 1.258 -2.245
C -1.060 2.531 -2.633
C -0.914 2.947 -3.928
H -0.200 1.707 -6.914
H -0.605 3.327 -6.485
H -0.037 -0.063 -5.208
H -0.346 -0.638 -2.811
H -1.340 3.237 -1.863
H -1.040 3.991 -4.180
```

Values from the calculation:
Energy above the lowest of the compared OMol25 structures with the same formula, charge and spin: 0.0 kJ/mol
2S+1: 2
Net charge: +1

---

DFT (ωB97M-V with the def2-TZVPD basis set) results for a structure of composition C39H47Ge2N4O2Se2SnTe.

The geometry in XYZ format:
```
98
Properties=species:S:1:pos:R:3
Sn 1.340 -0.978 1.534
C 4.469 -2.109 -1.819
C 3.000 -1.871 -1.568
O 2.515 -2.280 -0.521
C 2.203 -1.165 -2.602
C 2.805 -0.860 -3.831
C 2.142 -0.170 -4.824
C 0.839 0.255 -4.596
C 0.216 -0.031 -3.396
C 0.873 -0.752 -2.399
O 0.227 -0.987 -1.229
H 4.920 -2.452 -0.891
H 4.981 -1.219 -2.179
H 4.590 -2.891 -2.572
H 3.822 -1.176 -4.013
H 2.635 0.045 -5.762
H 0.307 0.814 -5.356
H -0.796 0.308 -3.205
C -2.219 3.540 -2.687
C -0.854 3.391 -2.014
Ge -0.864 2.246 -0.412
C -1.529 3.084 1.237
C -2.231 4.418 0.987
C -2.275 0.943 -0.796
C -2.672 -0.312 -1.023
Ge -1.427 -1.813 -1.241
C -1.338 -2.831 -2.919
C -2.142 -4.123 -3.065
C -1.322 -2.934 0.357
C -2.558 -3.773 0.696
C -4.126 -0.663 -1.086
C -5.149 0.234 -0.760
C -6.479 -0.138 -0.840
C -6.834 -1.421 -1.239
C -5.838 -2.329 -1.550
C -4.506 -1.947 -1.469
H -2.144 4.170 -3.574
H -2.954 4.000 -2.024
H -2.616 2.574 -3.003
H -0.445 4.370 -1.755
H -0.140 2.932 -2.702
H -0.701 3.192 1.937
H -2.208 2.357 1.684
H -1.576 5.140 0.496
H -2.567 4.862 1.926
H -3.113 4.297 0.356
H -3.115 1.644 -0.701
H -0.270 -3.068 -2.977
H -1.535 -2.163 -3.757
H -2.027 -4.782 -2.203
H -1.797 -4.675 -3.940
H -3.205 -3.934 -3.209
H -1.135 -2.254 1.192
H -0.437 -3.568 0.241
H -3.431 -3.144 0.873
H -2.382 -4.360 1.600
H -2.813 -4.477 -0.097
H -4.922 1.237 -0.425
H -7.247 0.579 -0.581
H -7.876 -1.706 -1.299
H -6.090 -3.336 -1.856
H -3.756 -2.687 -1.717
Se 1.406 0.822 3.766
C -0.185 0.445 2.996
N -0.979 -0.008 2.261
Se 3.473 -4.967 2.869
N 2.137 -5.893 3.566
C 1.142 -5.047 3.740
C -0.145 -5.361 4.277
C -1.048 -4.357 4.356
C -0.711 -3.037 3.901
N 0.449 -2.697 3.425
C 1.396 -3.687 3.342
N 2.594 -3.429 2.856
H -0.361 -6.371 4.597
H -2.041 -4.522 4.752
H -1.462 -2.254 3.944
C 5.448 5.091 3.613
C 4.536 4.315 2.705
C 3.404 4.886 2.155
C 2.550 4.180 1.306
C 1.381 4.920 0.724
C 2.838 2.848 1.025
Te 1.684 1.564 -0.227
C 4.015 2.258 1.520
C 4.458 0.863 1.158
C 4.833 3.001 2.356
H 5.024 6.063 3.862
H 6.418 5.257 3.142
H 5.625 4.550 4.543
H 3.170 5.922 2.376
H 1.647 5.960 0.536
H 0.531 4.923 1.405
H 1.065 4.484 -0.223
H 3.800 0.096 1.579
H 5.455 0.673 1.552
H 4.489 0.714 0.077
H 5.740 2.544 2.737
```

Values from the calculation:
Energy above the lowest of the compared OMol25 structures with the same formula, charge and spin: 50.4 kJ/mol
Net charge: +1

---

DFT (ωB97M-V with the def2-TZVPD basis set) results for a structure of composition C39H47N7O4ReS2.

The geometry in XYZ format:
```
100
Properties=species:S:1:pos:R:3
Re -0.336 0.536 0.387
C 2.707 -4.939 -0.362
C 2.287 -3.838 -1.327
N 0.948 -3.273 -1.016
C -0.170 -3.793 -1.830
C -0.454 -5.263 -1.572
C 0.840 -2.384 -0.049
S -0.778 -1.722 0.344
N 1.919 -2.060 0.647
C 2.146 -0.924 1.235
O 1.652 0.216 0.829
C 3.097 -0.843 2.353
C 3.030 0.239 3.233
C 3.888 0.294 4.319
C 4.814 -0.722 4.521
C 4.882 -1.799 3.645
C 4.019 -1.866 2.566
H 3.771 -5.138 -0.487
H 2.169 -5.868 -0.542
H 2.538 -4.637 0.671
H 2.219 -4.210 -2.348
H 3.008 -3.025 -1.317
H 0.104 -3.624 -2.873
H -1.056 -3.200 -1.625
H 0.343 -5.906 -1.945
H -1.371 -5.544 -2.090
H -0.589 -5.460 -0.507
H 2.280 1.011 3.104
H 3.831 1.124 5.011
H 5.482 -0.681 5.372
H 5.608 -2.584 3.806
H 4.064 -2.696 1.873
C -5.441 2.487 -0.452
C -4.795 1.713 0.704
C -3.418 1.298 0.390
N -2.345 0.973 0.151
H -6.495 2.631 -0.226
H -5.365 1.944 -1.393
H -4.976 3.463 -0.574
H -5.354 0.815 0.968
H -4.728 2.320 1.610
O 0.074 2.623 3.257
C -0.783 1.805 3.110
O -0.593 0.727 2.257
C -2.097 1.801 3.791
C -2.960 0.710 3.709
C -4.200 0.765 4.327
C -4.582 1.915 5.010
C -3.722 3.004 5.090
C -2.475 2.946 4.487
H -2.647 -0.187 3.188
H -4.863 -0.089 4.290
H -5.551 1.958 5.491
H -4.019 3.891 5.633
H -1.786 3.777 4.549
N 1.675 4.740 -0.153
C 1.441 3.528 0.333
S -0.186 2.881 0.084
N 2.370 2.883 0.994
C 3.659 3.416 1.353
C 3.743 4.486 2.233
C 4.997 4.973 2.577
C 6.142 4.384 2.055
C 6.041 3.301 1.191
C 4.793 2.813 0.832
H 0.936 5.242 -0.616
H 2.547 5.213 0.038
H 2.151 1.927 1.279
H 2.842 4.911 2.661
H 5.078 5.803 3.266
H 7.116 4.767 2.327
H 6.935 2.838 0.793
H 4.698 1.967 0.163
C -3.175 -3.959 -4.646
C -3.287 -2.631 -5.375
N -2.637 -1.516 -4.664
C -3.500 -0.521 -4.030
C -4.257 -1.058 -2.824
C -1.292 -1.482 -4.702
O -0.609 -2.272 -5.334
C -0.532 -0.458 -3.889
C 0.531 0.220 -4.468
C 1.365 0.975 -3.662
C 1.133 1.014 -2.304
N 0.107 0.359 -1.731
C -0.711 -0.358 -2.531
H -3.656 -4.744 -5.230
H -3.662 -3.919 -3.669
H -2.129 -4.237 -4.514
H -4.331 -2.345 -5.506
H -2.834 -2.706 -6.362
H -4.211 -0.177 -4.784
H -2.900 0.347 -3.762
H -4.875 -1.914 -3.096
H -4.925 -0.291 -2.426
H -3.585 -1.379 -2.023
H 0.708 0.128 -5.533
H 2.214 1.505 -4.071
H 1.793 1.546 -1.634
H -1.495 -0.906 -2.035
```

Values from the calculation:
Energy above the lowest of the compared OMol25 structures with the same formula, charge and spin: 41.7 kJ/mol
2S+1: 2
Net charge: +2

---

DFT (ωB97M-V with the def2-TZVPD basis set) results for a structure of composition C39H47N7O4ReS2.

The geometry in XYZ format:
```
100
Properties=species:S:1:pos:R:3
Re 0.559 0.171 0.068
C -3.160 2.269 4.750
C -1.654 2.384 4.908
N -0.946 1.284 4.222
C -0.698 0.089 5.043
C 0.614 0.172 5.806
C -0.618 1.394 2.946
S 0.421 0.064 2.329
N -1.005 2.480 2.298
C -0.745 2.809 1.036
O -0.115 2.103 0.184
C -1.215 4.130 0.577
C -1.693 5.069 1.492
C -2.113 6.311 1.051
C -2.067 6.619 -0.303
C -1.598 5.685 -1.219
C -1.171 4.445 -0.782
H -3.652 3.053 5.325
H -3.528 1.309 5.116
H -3.443 2.381 3.704
H -1.359 2.325 5.956
H -1.289 3.324 4.507
H -0.739 -0.797 4.413
H -1.540 0.022 5.731
H 1.462 0.247 5.125
H 0.743 -0.725 6.412
H 0.627 1.031 6.478
H -1.725 4.819 2.543
H -2.477 7.043 1.760
H -2.399 7.590 -0.646
H -1.569 5.928 -2.273
H -0.811 3.713 -1.494
C -4.163 -2.456 -0.719
C -3.910 -0.952 -0.866
C -2.535 -0.596 -0.561
N -1.445 -0.349 -0.314
H -5.215 -2.657 -0.905
H -3.921 -2.799 0.286
H -3.573 -3.023 -1.438
H -4.546 -0.361 -0.204
H -4.103 -0.607 -1.885
O 1.066 -0.060 -3.962
C 1.346 0.654 -3.038
O 0.823 0.375 -1.812
C 2.267 1.809 -3.079
C 2.213 2.847 -2.151
C 3.131 3.881 -2.223
C 4.102 3.876 -3.218
C 4.143 2.854 -4.156
C 3.222 1.821 -4.096
H 1.451 2.854 -1.384
H 3.104 4.687 -1.500
H 4.827 4.680 -3.262
H 4.891 2.864 -4.938
H 3.235 1.019 -4.821
N 1.568 -4.260 -1.205
C 0.966 -3.077 -1.166
S 1.300 -2.132 0.252
N 0.144 -2.696 -2.134
C -0.414 -3.479 -3.189
C -0.675 -4.838 -3.055
C -1.260 -5.526 -4.111
C -1.595 -4.871 -5.284
C -1.363 -3.507 -5.395
C -0.777 -2.807 -4.354
H 2.174 -4.527 -0.448
H 1.493 -4.863 -2.009
H 0.014 -1.699 -2.223
H -0.515 -5.368 -2.125
H -1.467 -6.582 -3.998
H -2.045 -5.417 -6.102
H -1.629 -2.982 -6.303
H -0.564 -1.751 -4.455
C 3.178 6.677 2.654
C 4.265 5.711 3.100
N 4.022 4.326 2.668
C 3.582 3.361 3.669
C 2.125 3.536 4.085
C 4.256 4.050 1.368
O 4.663 4.877 0.566
C 4.040 2.655 0.835
C 5.057 2.079 0.076
C 4.824 0.873 -0.559
C 3.568 0.302 -0.470
N 2.574 0.872 0.226
C 2.822 2.018 0.884
H 3.402 7.679 3.019
H 2.201 6.389 3.046
H 3.125 6.717 1.567
H 4.346 5.692 4.187
H 5.229 6.022 2.699
H 4.217 3.486 4.548
H 3.772 2.355 3.300
H 1.955 4.536 4.486
H 1.870 2.816 4.865
H 1.438 3.402 3.245
H 6.003 2.595 -0.022
H 5.588 0.388 -1.150
H 3.330 -0.619 -0.980
H 1.987 2.454 1.412
```

Values from the calculation:
Energy above the lowest of the compared OMol25 structures with the same formula, charge and spin: 53.9 kJ/mol
2S+1: 2
Net charge: +2